{
  "formula": "C4H9NO2",
  "method": "wB97M-V/def2-TZVPD",
  "species": ["H", "H", "N", "O", "H", "H", "C", "C", "C", "H", "H", "C", "H", "O", "H", "H"],
  "xyz": [[-3.7409, 0.1534, -0.5400], [-2.2004, 0.9505, 1.2546], [1.4422, -0.9464, -0.5214], [-2.8336, -0.1546, -0.4069], [3.5163, -0.8514, -0.1271], [0.1547, -0.1201, 1.2178], [2.5712, -0.4126, 0.2180], [-0.3014, 0.6726, -0.7205], [-2.0610, 0.8747, 0.1736], [-0.7420, -1.2551, 0.0153], [1.4202, -1.9612, -0.4303], [-0.1326, -0.3787, 0.2031], [2.6539, 0.6685, 0.0628], [0.0612, 1.5102, -1.4480], [2.5159, -0.5957, 1.3055], [-2.3238, 1.8462, -0.2565]],
  "mulliken_charge": [0.29, 0.31, -0.53, -0.51, 0.32, 0.29, -0.80, 0.68, -0.63, 0.31, 0.23, -0.49, 0.26, -0.40, 0.29, 0.38],
  "homo_ev": -7.9600,
  "energy_ha": -362.87268,
  "homo_lumo_gap_ev": 8.634,
  "lumo_energy_ev": 0.67,
  "relative_energy_kcal_mol": 133.6
}


{
  "formula": "C4H9NO2",
  "method": "wB97M-V/def2-TZVPD",
  "species": ["N", "H", "C", "H", "C", "H", "H", "H", "O", "O", "C", "H", "H", "H", "H", "C"],
  "xyz": [[-0.3538, -1.1542, 0.0940], [0.6473, 2.0845, -0.2246], [-0.1392, 1.3241, -0.2879], [2.2203, -1.0821, 0.5791], [1.8489, -0.1566, 0.1245], [2.0036, -0.2279, -0.9582], [2.4541, 0.6694, 0.5103], [-0.2725, 1.0816, -1.3532], [-2.4897, -0.4329, -0.4203], [-1.2847, 1.8883, 0.2794], [-1.6498, -1.3090, -0.2520], [0.1561, -2.0156, 0.2424], [-1.9050, -2.3728, -0.3938], [-1.9995, 1.2543, 0.0888], [0.2553, 0.2769, 1.5152], [0.3748, 0.0753, 0.4423]],
  "mulliken_charge": [-0.14, 0.37, -0.73, 0.41, -1.45, 0.35, 0.37, 0.35, -0.65, -0.57, 0.01, 0.23, 0.34, 0.44, 0.12, 0.55],
  "homo_ev": -9.9316,
  "smiles": "C[C@@H](CO)NC=O",
  "energy_ha": -363.05583,
  "homo_lumo_gap_ev": 10.645,
  "lumo_energy_ev": 0.71,
  "relative_energy_kcal_mol": 18.6
}


{
  "formula": "C4H9NO2",
  "method": "wB97M-V/def2-TZVPD",
  "species": ["H", "H", "H", "C", "H", "C", "C", "O", "C", "H", "H", "H", "O", "H", "N", "H"],
  "xyz": [[-0.4302, 1.1087, -1.9454], [1.9673, 0.3668, -1.5268], [2.7004, 0.4116, 0.5755], [-1.4273, -1.2634, 0.8496], [-2.0258, -0.8760, -1.1356], [1.4179, 0.9774, -0.7972], [-0.0738, 0.7750, -0.9682], [1.7578, 0.6070, 0.5311], [-1.1619, -1.2688, -0.5885], [-0.1613, -0.4031, -0.9801], [1.6678, 2.0332, -0.9798], [-0.6401, 1.2504, -0.1671], [-2.3572, -2.0118, 1.1479], [0.2432, -0.2318, 1.5037], [-0.6689, -0.5940, 1.7613], [-0.8081, -0.8812, 2.7196]],
  "mulliken_charge": [0.39, 0.35, 0.30, 0.56, 0.17, -0.25, -0.93, -0.54, -0.84, 0.57, 0.30, 0.45, -0.61, 0.19, -0.35, 0.24],
  "homo_ev": -8.7067,
  "energy_ha": -362.91322,
  "homo_lumo_gap_ev": 8.979,
  "lumo_energy_ev": 0.27,
  "relative_energy_kcal_mol": 108.1
}


{
  "formula": "C4H9NO2",
  "method": "wB97M-V/def2-TZVPD",
  "species": ["H", "C", "C", "C", "H", "O", "H", "H", "H", "C", "O", "H", "H", "N", "H", "H"],
  "xyz": [[2.4413, -1.3502, -0.1372], [0.9874, 0.2653, -0.3245], [0.1527, -0.0071, 0.9426], [1.6953, -0.9742, -0.8489], [0.4602, 0.5077, 1.8605], [-0.0136, 0.7043, -1.2074], [2.1960, -0.7388, -1.7926], [0.9615, -1.7647, -1.0484], [0.0468, -1.0768, 1.1629], [-1.1495, 0.5807, 0.4345], [-1.2899, 1.8857, 0.2963], [-2.2448, -1.1253, 0.6308], [-0.5920, 1.8783, -0.5138], [-2.2751, -0.1248, 0.5179], [1.7447, 1.0456, -0.1315], [-3.1211, 0.2943, 0.1589]],
  "mulliken_charge": [0.36, 0.62, -0.94, -1.47, 0.28, -0.86, 0.33, 0.33, 0.34, 0.87, -0.61, 0.21, 0.43, -0.41, 0.26, 0.25],
  "homo_ev": -8.8834,
  "energy_ha": -362.99442,
  "homo_lumo_gap_ev": 9.637,
  "lumo_energy_ev": 0.75,
  "relative_energy_kcal_mol": 57.2
}


{
  "formula": "C4H9NO2",
  "method": "wB97M-V/def2-TZVPD",
  "species": ["H", "H", "C", "H", "C", "C", "N", "O", "H", "H", "O", "H", "H", "C", "H", "H"],
  "xyz": [[-1.3897, -1.5484, 0.4237], [2.7996, 0.6056, -1.3386], [-0.7345, 1.3628, 1.3046], [-2.7023, -1.7424, -0.8912], [0.3229, 0.4156, 0.7366], [-1.6927, -1.4185, -0.6173], [-0.8569, -0.8947, -1.4146], [1.1063, 0.9132, -0.2327], [-1.7742, 1.0435, 1.1447], [1.8681, -0.8884, -1.0253], [0.5040, -0.6792, 1.2238], [-0.6503, 2.3988, 0.9740], [2.8220, -0.1472, 0.2801], [2.2075, 0.0604, -0.5999], [-0.5896, 1.3181, 2.3879], [-1.2403, -0.7993, -2.3559]],
  "mulliken_charge": [0.33, 0.25, -0.86, 0.27, 0.78, -0.39, -0.35, -0.34, 0.21, 0.28, -0.59, 0.30, 0.27, -0.65, 0.30, 0.20],
  "homo_ev": -9.9422,
  "smiles": "COC(C)=O.C=N",
  "energy_ha": -363.01653,
  "homo_lumo_gap_ev": 10.992,
  "lumo_energy_ev": 1.05,
  "relative_energy_kcal_mol": 43.3
}


{
  "formula": "C4H9NO2",
  "method": "wB97M-V/def2-TZVPD",
  "species": ["N", "H", "H", "C", "C", "C", "H", "O", "O", "H", "H", "H", "H", "H", "C", "H"],
  "xyz": [[-1.1000, 0.1618, -0.3995], [-1.3231, 2.2345, 0.0418], [0.6328, -0.8643, -1.9686], [-1.4032, 1.5226, -0.7875], [0.3572, -0.5990, 1.3944], [0.3246, -0.0101, -0.0074], [-0.7771, 1.8877, -1.6029], [1.6232, -0.7262, 1.8618], [-0.5862, -1.0177, 2.0062], [2.0770, -0.8119, -1.0425], [-2.4348, 1.5819, -1.1331], [0.7836, 0.9818, 0.0735], [-1.6478, -0.1074, 0.4091], [0.9343, -2.0206, -0.5903], [1.0022, -0.9975, -0.9528], [1.5373, -1.2157, 2.6978]],
  "mulliken_charge": [-0.45, 0.34, 0.39, -0.97, 0.35, 0.46, 0.33, -0.44, -0.58, 0.33, 0.33, 0.35, 0.26, 0.29, -1.32, 0.35],
  "homo_ev": -9.0463,
  "smiles": "CN[C@H](C)C(=O)O",
  "energy_ha": -363.05072,
  "homo_lumo_gap_ev": 9.813,
  "lumo_energy_ev": 0.77,
  "relative_energy_kcal_mol": 21.8
}


{
  "formula": "C4H9NO2",
  "method": "wB97M-V/def2-TZVPD",
  "species": ["C", "H", "H", "H", "N", "C", "H", "H", "O", "C", "O", "H", "H", "C", "H", "H"],
  "xyz": [[-0.1357, -1.5421, -0.3426], [1.9901, -1.6475, 0.1213], [-0.2816, 3.6160, -0.0843], [0.1154, -0.5149, 1.5697], [-0.7223, 2.7188, -0.1958], [-0.6519, -0.6783, 0.8043], [1.6185, -1.8571, -1.5927], [-1.4997, 2.5964, -0.8223], [0.6550, 1.6758, 1.3038], [-0.2866, 1.6624, 0.5420], [-1.0752, 0.5923, 0.2882], [-0.7663, -1.3513, -1.2196], [-1.5430, -1.1229, 1.2612], [1.3347, -1.3071, -0.6884], [-0.2953, -2.5957, -0.0869], [1.5437, -0.2449, -0.8579]],
  "mulliken_charge": [-0.39, 0.30, 0.23, 0.33, -0.38, -0.42, 0.35, 0.20, -0.59, 0.69, -0.39, 0.28, 0.29, -1.08, 0.33, 0.26],
  "homo_ev": -10.4028,
  "smiles": "CCCOC(N)=O",
  "energy_ha": -363.07780,
  "homo_lumo_gap_ev": 11.340,
  "lumo_energy_ev": 0.94,
  "relative_energy_kcal_mol": 4.9
}


{
  "formula": "C4H9NO2P",
  "method": "wB97M-V/def2-TZVPD",
  "species": ["C", "H", "H", "C", "O", "H", "C", "H", "C", "H", "H", "P", "N", "H", "O", "H", "H"],
  "xyz": [[1.8543, -0.3615, -0.1611], [4.0493, 1.9168, -0.5720], [-3.7169, 1.6785, 0.2179], [-3.4350, 0.6777, 0.4577], [-1.6150, -1.4137, 0.7524], [-1.3497, 0.4642, 1.9934], [1.5897, -1.8305, -0.1984], [1.5871, -2.2972, -1.1141], [3.1003, 1.5665, -1.0675], [-4.1443, 0.3242, 1.2258], [-3.7153, 0.1280, -0.5252], [-1.6281, 0.0187, 0.7101], [2.5111, 0.4820, -0.7023], [0.7727, -2.0456, 0.5191], [-0.7149, 0.7077, -0.2578], [2.4542, -2.2348, 0.3907], [2.4004, 2.2190, -1.6685]],
  "mulliken_charge": [0.12, 0.20, 0.35, -1.01, -0.67, -0.06, -0.85, 0.29, -0.49, 0.28, 0.19, 0.61, -0.05, 0.26, -0.66, 0.28, 0.21],
  "homo_ev": -3.5363,
  "total_charge": -1,
  "energy_ha": -704.38927,
  "homo_lumo_gap_ev": 7.430,
  "lumo_energy_ev": 3.89,
  "relative_energy_kcal_mol": 73.2
}


{
  "formula": "C4H9NO2S",
  "method": "wB97M-V/def2-TZVPD",
  "species": ["C", "H", "H", "H", "C", "S", "H", "H", "O", "H", "O", "C", "H", "C", "N", "H", "H"],
  "xyz": [[0.0549, 1.4903, 0.2998], [2.0998, -2.4419, 0.5024], [1.2718, 3.1597, 0.8280], [-0.1896, 2.8798, 1.6996], [0.3761, 2.6236, 0.8831], [1.3960, 0.7529, -0.8200], [-3.3420, 0.2171, -0.2810], [-0.9559, 1.0747, 0.2904], [0.5282, 0.0165, -1.7118], [-2.7705, -1.1795, -2.0831], [2.0265, -0.4014, 0.2250], [-2.3134, -0.0170, -0.4534], [-1.1569, -0.9317, -1.8992], [1.3255, -1.6291, 0.3785], [-2.0580, -0.7041, -1.5023], [0.5645, -1.7745, -0.3395], [0.8266, -1.6800, 1.3248]],
  "mulliken_charge": [0.39, 0.25, 0.32, 0.27, -0.77, 0.44, 0.22, 0.08, -0.59, 0.24, -0.31, -0.62, 0.24, -0.50, -0.11, 0.21, 0.25],
  "homo_ev": -7.8850,
  "energy_ha": -761.04014,
  "homo_lumo_gap_ev": 8.797,
  "lumo_energy_ev": 0.91,
  "relative_energy_kcal_mol": 140.1
}


{
  "formula": "C4H9NO2S",
  "method": "wB97M-V/def2-TZVPD",
  "species": ["C", "C", "H", "H", "H", "H", "H", "C", "N", "H", "H", "O", "H", "S", "O", "C", "H"],
  "xyz": [[-1.5202, 1.1455, -0.4606], [2.1063, -1.6819, 0.3093], [-2.0574, 2.0294, -0.5627], [-0.4864, 0.0446, -2.0631], [-0.1522, 1.7358, -1.9953], [-2.2341, 0.4413, -0.5397], [2.6480, -1.1099, -0.4215], [-0.8887, 0.8854, 0.9715], [0.3665, 0.2633, 0.6879], [2.1353, -2.7339, 0.2279], [-1.6496, 0.3446, 1.5990], [0.8108, 0.7508, -0.5464], [-0.7584, 1.8949, 1.4774], [0.2269, -1.3648, 0.1706], [-0.2958, -2.2519, 1.2016], [-0.3188, 0.9375, -1.3866], [2.0678, -1.3306, 1.3309]],
  "mulliken_charge": [-0.65, -0.92, 0.42, 0.25, 0.42, 0.33, 0.29, -0.48, 0.11, 0.39, 0.26, -0.40, 0.25, 0.48, -0.62, -0.44, 0.32],
  "homo_ev": -8.6357,
  "energy_ha": -761.09597,
  "homo_lumo_gap_ev": 9.479,
  "lumo_energy_ev": 0.84,
  "relative_energy_kcal_mol": 105.1
}


{
  "formula": "C4H9NO2S2",
  "method": "wB97M-V/def2-TZVPD",
  "species": ["H", "N", "C", "H", "S", "C", "O", "H", "H", "H", "S", "C", "H", "H", "H", "C", "H", "O"],
  "xyz": [[-3.7170, -0.8454, -0.8111], [-2.3058, 0.6976, -0.2695], [-0.1613, 0.0037, 1.3458], [-2.5598, -0.2524, -1.9998], [-0.9035, 1.2261, 0.1762], [0.7518, -1.0027, 0.6154], [3.1746, 0.1172, 0.9102], [1.9510, 2.1589, -1.3671], [-0.9361, -0.5364, 1.8536], [1.7559, 2.2406, 0.2931], [2.1506, -0.0978, -0.1253], [-2.7640, -0.4842, -0.9340], [0.3565, 0.6137, 2.0174], [0.3269, -1.3145, -0.3646], [0.9171, -1.8804, 1.3250], [1.5634, 1.5906, -0.5427], [-2.0506, -1.3435, -0.8207], [2.4502, -0.8910, -1.3021]],
  "mulliken_charge": [0.33, -0.29, -0.91, 0.27, 0.26, -0.47, -0.64, 0.42, 0.43, 0.41, 1.16, -0.64, 0.51, 0.26, 0.34, -0.95, 0.19, -0.66],
  "homo_ev": [-8.6907, -9.2634],
  "energy_ha": -1159.21975,
  "homo_lumo_gap_ev": [7.380, 8.242],
  "lumo_energy_ev": [-1.31, -1.02],
  "relative_energy_kcal_mol": 123.0
}


{
  "formula": "C4H9NO3",
  "method": "wB97M-V/def2-TZVPD",
  "species": ["H", "O", "C", "C", "O", "H", "H", "H", "H", "H", "H", "C", "C", "H", "O", "H", "N"],
  "xyz": [[0.8167, 1.6814, -1.5057], [-1.3855, 0.3036, 2.3426], [-1.5109, -1.0875, -0.8771], [-0.8682, 0.0362, -0.0559], [1.2091, 2.1683, -2.2404], [0.5881, -0.0353, 1.4639], [-1.3925, -2.0327, -0.3506], [2.0987, 2.3932, -1.9470], [-1.0573, -1.1907, -1.8799], [-2.7558, 0.8413, 0.8657], [-2.5773, -0.9139, -0.9858], [1.4513, -0.7698, -0.1966], [-1.8067, 0.3536, 1.1282], [1.2754, -0.8830, -1.2777], [2.4991, -1.1573, 0.3108], [-0.8834, 0.9581, -0.6622], [0.4004, -0.3081, 0.5053]],
  "mulliken_charge": [0.40, -0.72, -1.65, 0.70, -0.69, 0.21, 0.39, 0.33, 0.34, 0.32, 0.53, 0.01, -0.65, 0.30, -0.64, -0.08, -0.09],
  "homo_ev": [-0.2587, -3.9651],
  "total_charge": -1,
  "energy_ha": -438.27124,
  "spin_multiplicity": 2,
  "homo_lumo_gap_ev": [3.773, 7.431],
  "lumo_energy_ev": [3.51, 3.47],
  "relative_energy_kcal_mol": 17.6
}